1.
DFT (ωB97M-V with the def2-TZVPD basis set) results for a cluster of 3 separate species, C16H39N2O3 in total.

Geometry as XYZ:
```
60
C16H39N2O3 ωB97M-V with the def2-TZVPD basis set
C 3.07 0.62 -0.76
C 3.02 -0.61 0.17
C 2.68 -1.92 -0.55
O 3.76 -2.84 -0.70
C 4.27 -3.36 0.49
C 5.73 -2.96 0.59
N 6.28 -3.40 1.91
C 6.17 -4.90 2.13
C 4.81 -5.48 1.76
N 3.92 -5.40 2.92
C 4.19 -4.88 0.49
H 2.12 1.15 -0.75
H 3.84 1.32 -0.44
H 3.29 0.33 -1.79
H 2.27 -0.43 0.93
H 3.98 -0.70 0.68
H 1.84 -2.42 -0.06
H 2.36 -1.70 -1.57
H 3.72 -2.99 1.37
H 6.29 -3.52 -0.17
H 5.90 -1.90 0.45
H 5.83 -2.89 2.67
H 7.27 -3.14 1.96
H 6.99 -5.35 1.57
H 6.35 -5.09 3.18
H 5.01 -6.53 1.55
H 2.96 -5.23 2.65
H 4.18 -4.68 3.58
H 3.16 -5.20 0.44
H 4.68 -5.25 -0.41
C -0.65 -0.74 -1.06
C -0.74 0.17 0.15
O -0.61 1.54 -0.15
C -1.62 2.08 -0.99
C -3.02 1.99 -0.42
H 0.24 -0.49 -1.64
H -0.58 -1.78 -0.74
H -1.51 -0.65 -1.72
H 0.09 -0.04 0.83
H -1.66 -0.03 0.71
H -1.58 1.62 -1.98
H -1.34 3.13 -1.12
H -3.38 0.96 -0.37
H -3.72 2.55 -1.04
H -3.05 2.41 0.59
C -6.38 6.33 -2.24
C -6.19 4.86 -1.88
O -6.11 4.61 -0.49
C -7.26 4.96 0.26
C -8.51 4.21 -0.14
H -5.62 6.94 -1.74
H -6.28 6.47 -3.31
H -7.36 6.70 -1.94
H -5.23 4.51 -2.28
H -6.97 4.25 -2.34
H -7.43 6.04 0.22
H -7.00 4.72 1.29
H -8.86 4.50 -1.13
H -9.31 4.42 0.57
H -8.33 3.13 -0.15
```

## Properties
HOMO = -10.81 eV
energy = -967.9616 Eh
ΔE to the lowest compared entry with this formula, charge and spin = 2.22 kcal per mole
total charge = +1
gap between HOMO and LUMO = 7.449 eV
LUMO level = -3.4 eV

---

2.
DFT (ωB97M-V with the def2-TZVPD basis set) results for an isolated molecule of C24H29N3O6S.

Geometry as XYZ:
```
63
C24H29N3O6S ωB97M-V with the def2-TZVPD basis set
C 2.79 -6.53 -0.62
C 2.10 -5.95 -1.85
O 1.31 -4.81 -1.50
C 0.08 -5.05 -1.04
O -0.41 -6.16 -0.96
C -0.64 -3.85 -0.66
N -1.92 -4.00 -0.17
C -2.44 -2.80 0.13
C -3.80 -2.65 0.72
C -1.48 -1.84 -0.15
C -1.67 -0.40 0.01
O -2.78 0.14 -0.55
C -0.82 0.41 0.67
C 0.31 0.02 1.49
O 0.74 -1.09 1.72
C 0.88 1.32 2.05
O 1.88 1.46 2.73
N 0.08 2.32 1.62
C 0.40 3.71 1.81
C 0.80 4.38 0.48
N 1.53 3.45 -0.36
C 1.54 3.82 -1.76
C 2.16 2.66 -2.55
O 3.47 2.39 -2.13
C 3.48 2.08 -0.75
C 2.89 3.21 0.09
C -1.02 1.90 0.78
C -2.34 2.27 1.38
C -3.15 3.32 1.05
C -4.31 3.39 1.86
C -4.35 2.41 2.79
S -2.99 1.37 2.70
C -0.33 -2.50 -0.66
C 0.93 -1.87 -1.12
H 2.05 -6.91 0.07
H 3.45 -7.34 -0.92
H 3.38 -5.76 -0.12
H 1.46 -6.70 -2.32
H 2.83 -5.58 -2.57
H -2.34 -4.91 -0.04
H -3.96 -3.40 1.49
H -3.92 -1.67 1.17
H -4.58 -2.79 -0.04
H -3.29 -0.55 -1.00
H 1.23 3.74 2.52
H -0.45 4.24 2.25
H 1.36 5.30 0.69
H -0.11 4.67 -0.06
H 0.52 3.98 -2.11
H 2.13 4.73 -1.94
H 2.22 2.91 -3.61
H 1.53 1.77 -2.42
H 4.53 1.92 -0.48
H 2.91 1.16 -0.56
H 2.89 2.91 1.13
H 3.51 4.12 -0.03
H -0.94 2.38 -0.21
H -2.93 4.00 0.25
H -5.06 4.15 1.75
H -5.10 2.23 3.53
H 1.35 -2.42 -1.95
H 1.65 -1.88 -0.30
H 0.76 -0.83 -1.40
```

## Properties
HOMO = -8.50 eV
energy = -1945.8643 Eh
ΔE to the lowest compared entry with this formula, charge and spin = 16.88 kcal per mole
SMILES string = CCOC(=O)c1[nH]c(C)c(/C(O)=C2\C(=O)C(=O)N(CCN3CCOCC3)[C@@H]2c2cccs2)c1C
total charge = 0
gap between HOMO and LUMO = 8.415 eV
LUMO level = -0.1 eV